1) # C9H11N4OS

An isolated ion of composition C9H11N4OS and charge +1 (the ωB97M-V functional and the def2-TZVPD basis, the OMol25 dataset).

Structure (XYZ):
```
26
Properties=species:S:1:pos:R:3
C 2.63 1.01 0.81
C 2.46 0.87 -0.52
C 1.51 1.01 1.69
C 1.11 0.55 -1.10
C 0.24 1.04 1.20
C -0.01 1.02 -0.21
C -0.28 -2.01 0.13
C -3.28 -0.17 -0.34
C -1.19 1.44 -0.75
N 1.25 -0.93 -1.23
N 0.91 -1.92 -0.45
N -1.27 -1.28 -0.31
N -2.44 -1.14 0.24
O -0.46 -2.91 1.11
S -2.65 1.53 0.21
H 3.62 1.17 1.22
H 3.30 0.89 -1.21
H 1.68 1.06 2.75
H 0.99 0.93 -2.12
H -0.60 1.18 1.86
H -3.22 -0.21 -1.43
H -4.31 -0.24 0.01
H -1.33 1.46 -1.82
H 2.13 -1.15 -1.69
H -2.63 -1.49 1.18
H 0.32 -3.48 1.20
```

Results
Structure (SMILES): OC1=N/N[C@@H]2C=CC=C/C2=C\SC\[NH+]=N\1
Net charge: +1

natural (NBO) atomic charge list, values in e, 8 entries: -0.1981 -0.1808 -0.1703 -0.1332 -0.2337 -0.0249 0.5516 -0.3281

2) # C9H11N4OS

C9H11N4OS as an isolated structure (the ωB97M-V functional and the def2-TZVPD basis, the OMol25 dataset).

Structure (XYZ):
```
26
Properties=species:S:1:pos:R:3
C -0.96 1.73 -2.53
C -0.87 2.70 -1.51
C -0.31 0.47 -2.34
C -0.14 2.47 -0.36
C 0.34 0.23 -1.17
C 0.54 1.23 -0.26
C -1.75 -2.28 -0.23
C 1.69 -0.08 1.49
C -0.90 -2.88 0.80
N -2.18 -1.08 -0.08
N 2.33 -0.12 2.70
N 1.38 1.05 0.87
N -1.76 -0.60 1.09
O 1.19 -1.17 1.10
S -0.78 -1.46 1.95
H -1.62 1.87 -3.38
H -1.39 3.61 -1.77
H -0.17 -0.19 -3.16
H 0.15 3.16 0.39
H 0.95 -0.65 -1.19
H -1.81 -2.74 -1.18
H -1.18 -3.67 1.38
H 0.13 -3.03 0.32
H 2.93 0.52 3.05
H 2.44 -1.13 2.85
H 1.74 2.03 1.17
```

Results
Net charge: +1

natural (NBO) atomic charge list, values in e, 8 entries: -0.1969 -0.1852 -0.1607 -0.2295 -0.2803 0.1431 0.1493 0.7966

In kJ/mol, relative to the most stable structure: 1) 113.3; 2) 0.0.

1) # C3H3IN2S

C3H3IN2S as an isolated structure (the ωB97M-V functional and the def2-TZVPD basis, the OMol25 dataset).

Structure (XYZ):
```
10
C3H3IN2S the ωB97M-V functional and the def2-TZVPD basis
C -0.42 0.24 0.00
C 0.71 1.09 0.04
C -0.43 -1.21 0.02
N -1.48 0.98 -0.13
N 0.56 2.35 -0.12
S -1.06 2.61 -0.08
I 3.40 -1.48 -0.08
H -0.29 -1.62 1.14
H -1.44 -1.61 -0.20
H 0.46 -1.36 -0.59
```

natural (NBO) atomic charge list, values in e, 8 entries: 0.0618 0.2819 -0.6573 -0.5540 -0.6300 0.7906 -0.0330 0.2393

2) # C3H3IN2S

One molecule with the formula C3H3IN2S (the ωB97M-V functional and the def2-TZVPD basis, the OMol25 dataset).

Structure (XYZ):
```
10
Properties=species:S:1:pos:R:3
C 0.13 -0.20 -0.12
C -1.23 -0.08 -0.25
C 1.19 0.82 0.12
N 0.39 -1.55 -0.13
N -0.60 -2.29 0.05
S -2.09 -1.59 -0.03
I -2.36 1.77 -0.19
H 1.71 1.14 -0.86
H 0.82 1.68 0.71
H 2.05 0.30 0.71
```

Results
Structure (SMILES): Cc1nnsc1I

natural (NBO) atomic charge list, values in e, 8 entries: 0.0197 -0.3702 -0.6544 -0.1682 -0.3465 0.6199 0.1676 0.2427

3) # C3H3IN2S

C3H3IN2S as an isolated structure (the ωB97M-V functional and the def2-TZVPD basis, the OMol25 dataset).

Structure (XYZ):
```
10
C3H3IN2S the ωB97M-V functional and the def2-TZVPD basis
C 1.00 0.49 -0.04
C -2.69 -0.66 -0.14
C 2.13 0.08 0.75
N -0.07 0.74 -0.43
N -1.06 1.19 -1.00
S -2.33 0.22 -1.48
I -4.26 -2.00 -0.51
H 2.47 0.90 1.38
H 1.84 -0.76 1.37
H 2.96 -0.21 0.09
```

natural (NBO) atomic charge list, values in e, 8 entries: 0.3190 -0.5814 -0.7013 0.0028 -0.5831 0.6392 0.1377 0.2566

In kJ/mol, relative to the most stable structure: 1) 194.6; 2) 0.0; 3) 352.0.

1) # C5H9N3O2

One molecule with the formula C5H9N3O2 (the ωB97M-V functional and the def2-TZVPD basis, the OMol25 dataset).

Structure (XYZ):
```
19
Properties=species:S:1:pos:R:3
C -0.44 -0.08 -1.62
C -0.94 -2.37 -0.59
C 0.02 -1.23 -0.63
C 0.02 -0.42 0.69
C 1.34 0.00 1.02
N -0.33 -0.37 -2.89
N -1.04 0.81 -0.91
N -1.01 0.53 0.52
O -2.22 -1.94 -0.45
O -0.73 -3.51 -0.66
H 0.94 -1.71 -0.67
H -0.46 -1.07 1.48
H 1.90 0.58 0.32
H 1.78 -0.95 1.26
H 1.32 0.55 2.03
H -0.78 0.39 -3.40
H -1.39 1.69 -1.29
H -2.31 -0.98 -0.51
H -0.96 1.34 1.06
```

Results
2S+1: 3

natural (NBO) atomic charge list, values in e, 8 entries: 0.0348 0.7819 -0.3674 -0.0693 -0.6252 -0.4470 -0.3179 -0.4070

2) # C5H9N3O2

A 2-piece molecular cluster, C5H9N3O2 overall (the ωB97M-V functional and the def2-TZVPD basis, the OMol25 dataset).

Structure (XYZ):
```
19
Properties=species:S:1:pos:R:3
C 1.97 -1.51 -0.04
C 1.16 0.06 1.23
C 0.49 0.06 0.04
C -1.78 1.15 0.27
C -0.48 0.99 -0.55
N 2.09 -0.95 1.15
N 0.98 -0.95 -0.73
N -0.90 -2.87 0.70
O -0.24 -3.73 1.57
O -0.39 -2.94 -0.38
H 2.58 -2.23 -0.50
H 0.94 0.78 2.00
H -0.67 -3.67 2.40
H -1.70 1.03 1.42
H -2.41 0.29 0.06
H -2.29 1.99 -0.04
H 0.07 1.98 -0.49
H -0.72 0.65 -1.56
H 0.86 -1.33 -1.62
```

Results
2S+1: 3

natural (NBO) atomic charge list, values in e, 8 entries: 0.1519 -0.1212 0.1014 -0.5953 -0.4288 -0.4627 -0.5064 0.2170

In kJ/mol, relative to the most stable structure: 1) 26.0; 2) 0.0.